94
Properties=species:S:1:pos:R:3:lowdin_charge:R:1 method="wB97M-V/def2-TZVPD" relative_energy_kj_mol=0.0 total_charge=-1 gap_ev=6.03 e_tot_ha=-2514.2405 mol_weight_g_mol=802.17
Ba 0.400 -0.895 0.120 2.027
C -1.126 1.426 1.278 -0.129
C -0.400 2.015 0.209 -0.231
C -0.997 1.539 -1.005 -0.243
C -2.056 0.675 -0.623 -0.150
C -2.146 0.609 0.775 -0.324
C -3.177 -0.184 1.558 -0.557
C -3.018 0.050 3.061 -0.053
C -3.020 -1.686 1.284 -0.056
C -4.586 0.251 1.134 -0.055
C -0.837 1.936 -2.479 -0.518
C 0.612 2.076 -2.956 -0.043
C -1.594 3.250 -2.741 -0.044
C -1.471 0.873 -3.393 -0.066
C 0.795 2.940 0.482 -0.518
C 0.641 4.314 -0.184 -0.056
C 0.915 3.220 1.989 -0.069
C 2.135 2.289 0.074 -0.048
H -0.923 1.583 2.327 0.096
H -2.719 0.163 -1.306 0.097
H -2.034 -0.279 3.399 0.061
H -3.777 -0.515 3.612 0.083
H -3.134 1.108 3.307 0.089
H -2.067 -2.051 1.675 0.041
H -3.066 -1.896 0.212 0.084
H -3.813 -2.260 1.775 0.084
H -4.724 1.319 1.317 0.086
H -5.349 -0.301 1.693 0.075
H -4.744 0.073 0.069 0.075
H 1.138 2.905 -2.490 0.059
H 0.632 2.240 -4.037 0.084
H 1.176 1.164 -2.758 0.068
H -1.208 4.070 -2.139 0.059
H -2.649 3.123 -2.490 0.086
H -1.521 3.532 -3.797 0.079
H -1.033 -0.113 -3.225 0.068
H -1.298 1.149 -4.437 0.080
H -2.550 0.807 -3.247 0.074
H -0.302 4.773 0.123 0.090
H 0.652 4.269 -1.269 0.046
H 1.459 4.972 0.127 0.078
H 0.014 3.696 2.380 0.090
H 1.760 3.893 2.162 0.084
H 1.101 2.302 2.546 0.056
H 2.156 1.977 -0.967 0.054
H 2.338 1.418 0.703 0.053
H 2.961 2.990 0.231 0.086
O 0.183 -1.615 2.832 -0.149
C 1.021 -0.728 3.131 -0.683
O 1.858 -0.226 2.344 -0.153
C 0.989 -0.190 4.551 -0.109
C 0.067 -0.690 5.464 -0.004
C 0.016 -0.190 6.754 0.007
C 0.901 0.814 7.106 -0.153
C 1.828 1.333 6.217 0.010
C 1.865 0.820 4.931 -0.001
N 0.856 1.351 8.475 -0.357
O 0.032 0.888 9.242 0.061
O 1.645 2.228 8.772 0.062
H -0.608 -1.470 5.139 0.116
H -0.692 -0.558 7.481 0.115
H 2.495 2.119 6.536 0.116
H 2.569 1.192 4.199 0.119
N -1.095 -7.881 0.453 0.098
C -0.798 -6.530 0.361 -0.330
C -0.433 -5.952 -0.853 -0.016
C -0.114 -4.608 -0.893 -0.127
N -0.133 -3.814 0.183 -0.023
C -0.469 -4.376 1.348 -0.150
C -0.806 -5.709 1.487 -0.020
H -1.380 -8.324 -0.404 0.087
H -1.651 -8.153 1.246 0.087
H -0.393 -6.543 -1.760 0.108
H 0.171 -4.135 -1.824 0.085
H -0.462 -3.715 2.208 0.085
H -1.069 -6.102 2.461 0.106
C 2.854 1.858 -7.344 -0.058
C 2.674 0.883 -6.212 -0.285
C 1.568 0.039 -6.170 -0.047
C 1.367 -0.822 -5.103 -0.059
C 2.282 -0.850 -4.062 -0.285
C 3.396 -0.026 -4.090 -0.054
C 3.586 0.832 -5.162 -0.042
S 2.007 -1.929 -2.678 0.399
O 2.575 -3.209 -3.028 -0.310
O 2.639 -1.262 -1.532 -0.474
O 0.543 -1.954 -2.502 -0.486
H 2.452 1.460 -8.276 0.073
H 3.907 2.094 -7.499 0.072
H 2.333 2.795 -7.134 0.080
H 0.845 0.069 -6.978 0.111
H 0.490 -1.454 -5.057 0.116
H 4.088 -0.044 -3.259 0.116
H 4.452 1.485 -5.177 0.109

90
Properties=species:S:1:pos:R:3:mulliken_spin:R:1 method="wB97M-V/def2-TZVPD" relative_energy_kj_mol=54.0 total_charge=+2 gap_ev="7.75 / 6.31" spin_multiplicity=2 e_tot_ha=-2230.0229 mol_weight_g_mol=787.09
Ir 0.754 0.067 1.264 0.575
N 0.205 -1.035 3.045 0.011
C 1.106 -1.024 4.213 0.013
C 2.499 -1.230 3.675 -0.015
N 2.737 -0.243 2.607 0.133
C 4.012 -0.459 1.908 -0.002
C 4.025 0.454 0.715 0.013
N 2.811 0.144 -0.049 0.215
H 0.155 -1.986 2.681 0.006
H -0.740 -0.780 3.324 -0.006
H 1.010 -0.065 4.713 -0.001
H 0.834 -1.797 4.932 0.001
H 3.242 -1.153 4.473 0.003
H 2.591 -2.224 3.231 0.001
H 2.768 0.692 3.009 -0.005
H 4.865 -0.273 2.564 0.004
H 4.059 -1.504 1.597 0.000
H 3.971 1.498 1.030 0.002
H 4.934 0.328 0.125 0.007
H 2.698 0.792 -0.821 -0.013
H 2.865 -0.787 -0.453 -0.020
C -0.305 -2.127 -5.235 0.000
C 0.952 -1.747 -4.439 -0.002
C 1.255 -2.866 -3.445 0.001
C 2.145 -1.600 -5.395 0.000
C 0.709 -0.415 -3.737 -0.004
C 0.431 0.731 -4.512 0.002
C 0.184 1.961 -3.950 -0.001
C 0.216 2.066 -2.561 0.004
S -0.021 3.475 -1.570 0.001
C 0.216 2.531 -0.174 -0.013
N 0.461 1.255 -0.404 -0.001
C 0.488 0.953 -1.774 0.024
C 0.735 -0.293 -2.359 -0.006
C 0.314 2.986 1.195 -0.012
C 0.071 4.294 1.604 -0.002
C 0.293 4.638 2.923 0.003
C 0.782 3.679 3.800 -0.003
C 0.991 2.369 3.385 -0.008
C 0.743 1.970 2.070 0.020
H -0.149 -3.081 -5.741 0.000
H -0.545 -1.384 -5.996 0.000
H -1.170 -2.230 -4.575 0.000
H 1.401 -3.801 -3.987 0.000
H 0.436 -3.021 -2.738 0.000
H 2.172 -2.671 -2.880 0.000
H 2.359 -2.560 -5.868 0.000
H 3.041 -1.278 -4.861 0.000
H 1.946 -0.880 -6.189 0.000
H 0.409 0.646 -5.590 0.000
H -0.036 2.821 -4.570 0.000
H 0.893 -1.153 -1.724 0.012
H -0.283 5.034 0.896 0.000
H 0.109 5.647 3.264 0.000
H 0.984 3.949 4.829 0.000
H 1.360 1.679 4.132 0.000
C -3.154 0.296 3.850 0.002
C -2.246 1.338 3.186 0.003
C -2.650 1.584 1.756 -0.018
C -3.577 2.589 1.521 0.001
C -4.119 2.788 0.264 -0.001
C -3.765 1.941 -0.768 0.002
C -2.845 0.912 -0.587 0.000
C -2.620 0.002 -1.778 0.000
C -3.842 -0.873 -2.076 0.000
C -2.251 0.773 0.684 0.040
N -1.240 -0.249 0.867 -0.026
C -1.534 -1.482 0.515 0.018
C -0.529 -2.434 0.371 -0.004
C -0.499 -3.800 0.050 0.001
C 0.841 -4.159 0.066 0.003
C 1.573 -3.007 0.395 0.011
N 0.754 -1.960 0.570 0.039
H -2.849 0.103 4.880 0.000
H -3.142 -0.650 3.299 0.000
H -4.188 0.638 3.873 0.000
H -1.213 1.019 3.240 -0.007
H -2.297 2.280 3.734 0.000
H -3.886 3.216 2.349 0.000
H -4.839 3.579 0.098 0.000
H -4.217 2.065 -1.745 0.000
H -1.743 -0.628 -1.653 -0.001
H -2.417 0.629 -2.649 -0.001
H -4.113 -1.501 -1.225 0.000
H -3.649 -1.524 -2.929 0.000
H -4.712 -0.261 -2.312 0.000
H -2.575 -1.728 0.337 -0.004
H -1.349 -4.429 -0.162 0.000
H 1.259 -5.132 -0.134 0.000
H 2.646 -2.928 0.507 0.005

98
Properties=species:S:1:pos:R:3:lowdin_charge:R:1 method="wB97M-V/def2-TZVPD" relative_energy_kj_mol=120.9 total_charge=+2 gap_ev=6.48 e_tot_ha=-2656.8742 mol_weight_g_mol=851.81
La 11.117 10.518 12.571 1.912
O 8.342 14.125 11.241 0.048
C 8.443 14.128 9.891 -0.280
C 7.950 15.185 9.164 -0.004
C 8.151 15.279 7.798 -0.053
C 8.888 14.303 7.162 -0.078
C 9.271 13.142 7.834 -0.009
C 9.053 13.072 9.222 -0.078
C 9.766 11.943 9.939 -0.332
O 9.918 12.150 11.242 -0.277
N 10.105 10.834 9.279 0.070
N 10.882 10.032 10.020 -0.110
C 11.493 9.000 9.474 -0.075
C 12.233 8.072 10.302 -0.266
C 12.991 7.024 9.718 -0.019
C 13.614 6.099 10.526 -0.014
C 13.480 6.243 11.952 -0.029
C 12.704 7.239 12.444 -0.165
N 12.139 8.192 11.666 -0.021
H 8.981 13.393 11.451 0.027
H 7.490 16.027 9.666 0.126
H 7.878 16.199 7.269 0.124
H 9.156 14.410 6.154 0.089
H 9.735 12.308 7.336 0.104
H 11.570 8.863 8.370 0.142
H 13.204 7.075 8.613 0.140
H 14.081 5.234 10.068 0.120
H 13.990 5.585 12.636 0.113
H 12.465 7.357 13.492 0.033
C 8.315 9.668 17.269 -0.005
N 9.422 9.565 16.245 -0.042
C 10.718 9.342 16.501 -0.855
N 11.127 9.198 17.764 0.133
S 11.825 9.183 15.197 0.560
H 7.442 9.811 16.665 0.086
H 8.553 10.530 17.908 0.098
H 8.241 8.767 17.854 0.088
H 9.254 9.739 15.254 0.077
H 10.450 9.287 18.519 0.114
H 12.139 9.165 17.995 0.138
C 11.516 14.110 13.165 -0.142
C 11.602 15.452 13.949 -0.125
N 11.741 15.187 15.389 -0.137
C 12.978 14.394 15.593 -0.148
C 12.816 13.020 14.927 -0.182
N 11.580 12.985 14.141 -0.216
C 10.404 13.185 15.062 -0.152
C 10.569 14.448 15.912 -0.131
H 12.368 14.017 12.522 0.102
H 10.650 13.991 12.543 0.081
H 10.716 16.078 13.767 0.130
H 12.463 15.968 13.569 0.110
H 13.242 14.339 16.626 0.103
H 13.885 14.915 15.153 0.139
H 12.910 12.184 15.685 0.117
H 13.670 12.827 14.245 0.107
H 10.272 12.287 15.667 0.093
H 9.553 13.237 14.440 0.099
H 10.647 14.197 17.002 0.135
H 9.712 15.097 15.847 0.114
C 7.210 6.772 11.045 0.016
N 7.499 8.061 11.732 -0.096
C 6.662 9.197 11.819 -0.002
C 7.438 10.158 12.452 -0.129
N 8.691 9.668 12.690 -0.132
C 8.721 8.453 12.174 -0.202
H 6.164 6.517 11.296 0.104
H 7.888 5.979 11.427 0.107
H 7.230 6.902 9.975 0.090
H 5.604 9.226 11.540 0.136
H 7.066 11.148 12.802 0.133
H 9.581 7.782 12.093 0.126
C 17.070 9.631 10.104 0.010
N 16.221 10.169 11.160 -0.045
N 15.092 10.943 10.815 0.087
C 14.293 11.036 11.889 -0.398
O 13.105 11.538 11.906 -0.267
C 14.961 10.317 12.991 0.060
C 16.142 9.758 12.470 -0.239
C 17.170 8.969 13.198 -0.005
C 14.940 11.611 9.490 -0.144
C 14.706 12.988 9.415 0.010
C 14.474 13.549 8.150 -0.049
C 14.535 12.812 6.969 -0.039
C 14.565 11.429 7.121 -0.058
C 14.740 10.807 8.349 -0.049
H 18.069 10.136 10.179 0.116
H 16.690 9.888 9.105 0.073
H 17.211 8.529 10.239 0.115
H 14.619 10.145 13.984 0.083
H 17.044 9.217 14.307 0.118
H 18.221 9.334 12.877 0.127
H 17.102 7.913 13.087 0.070
H 14.760 13.567 10.301 0.110
H 14.299 14.619 8.126 0.115
H 14.505 13.357 6.025 0.123
H 14.359 10.757 6.312 0.108
H 14.737 9.762 8.515 0.094